This record from OMol25 describes 2 unconnected molecules or ions with the total composition C4H12OS at a distorted geometry. The level of theory is ωB97M-V/def2-TZVPD.

```
18
Properties=species:S:1:pos:R:3:forces:R:3:lowdin_charge:R:1
S -3.928190 -0.132701 1.730273 0.750 -0.579 1.462 0.692
O 4.615512 0.611570 -2.619881 0.064 -0.998 0.138 -0.083
C -4.415447 0.845230 0.365730 -0.289 -0.370 -4.494 -0.540
C 4.668528 0.291491 -1.225429 1.020 1.324 0.071 -0.330
C -3.410752 -1.775199 1.088139 1.599 1.266 -0.143 -0.412
C 6.136660 0.315664 -0.762461 -0.558 0.869 0.529 -0.095
H 3.693671 0.562034 -2.879708 -0.096 0.032 -0.215 0.075
H 6.545518 1.324865 -0.733116 -0.209 0.324 -0.468 0.056
H 4.064952 1.066232 -0.773262 0.112 0.363 0.841 0.100
H -4.174447 -2.475802 0.778806 -0.331 0.044 0.187 0.022
H -2.752186 -2.165940 1.915812 -0.834 0.174 -0.975 0.041
H -5.310695 0.288981 -0.054443 0.696 1.180 0.216 0.029
H 6.788759 -0.222143 -1.500423 -0.580 -0.222 1.335 0.091
H 4.244882 -0.628232 -0.854191 -0.365 -0.852 -0.819 0.096
H 6.102473 0.112224 0.352841 0.612 -0.838 -1.412 0.091
H -2.758982 -1.516245 0.217929 -0.370 -0.591 0.598 0.034
H -3.683634 0.949664 -0.658599 -1.454 -0.315 3.122 0.108
H -4.707294 1.871914 0.667164 0.233 -0.809 0.027 0.026
```
Forces are in eV/Å.

The largest force on an atom is 4.519 eV/Å. Its energy relative to the best compared isomer or geometry (same formula, charge and spin) is 183.1 kJ/mol. As for the LUMO energy: 0.88 eV. As for the HOMO-LUMO gap: 9.33 eV. As for the SMILES: CCO.CSC. As for the total energy: -17223.646 eV.

***

This record from OMol25 describes 2 unconnected molecules or ions with the total composition C4H6ClN at a distorted geometry. The level of theory is ωB97M-V/def2-TZVPD.

```
12
Properties=species:S:1:pos:R:3:forces:R:3:lowdin_charge:R:1
Cl -0.345680 0.245817 -2.500611 -0.666 0.054 -0.144 0.516
N -1.449917 1.268701 -0.442162 1.500 2.627 1.951 -0.042
C 0.839963 -0.797480 0.686246 2.027 -0.677 -1.281 -0.203
C -0.189572 -0.882833 1.441692 0.414 -1.387 1.437 -0.006
C 1.811310 -0.749471 -0.180510 3.028 1.093 1.885 -0.035
C -0.407536 1.404365 -1.186860 1.449 0.261 -0.387 -0.569
H 1.760808 -1.015608 -1.172761 -0.895 -1.120 -1.965 -0.010
H -0.374353 -1.595727 2.247084 0.120 -0.131 -0.610 0.074
H -0.840905 -0.108538 1.313708 -1.888 1.932 0.274 -0.011
H -2.266457 0.797213 -0.556972 -2.668 -2.367 -0.912 0.057
H -1.476427 1.866288 0.398931 0.144 -0.222 -0.885 0.118
H 2.938767 -0.432725 -0.047785 -2.566 -0.063 0.638 0.110
```
Forces are in eV/Å.

The largest force on an atom is 3.730 eV/Å. Its energy relative to the best compared isomer or geometry (same formula, charge and spin) is 395.6 kJ/mol. As for the LUMO energy: 0.77 eV. As for the HOMO-LUMO gap: 9.50 eV. As for the total energy: -18253.341 eV.

***

This record from OMol25 describes 2 unconnected molecules or ions with the total composition C12H24I2O5PS at a distorted geometry. The level of theory is ωB97M-V/def2-TZVPD.

```
45
Properties=species:S:1:pos:R:3:forces:R:3:lowdin_charge:R:1
I 3.359273 -3.348711 -2.894154 -0.756 -1.496 1.181 0.685
I 1.673954 -4.620153 2.037574 0.568 0.537 -1.567 0.623
S -1.218204 -0.320818 -2.016839 0.553 -0.882 -0.562 0.740
P 3.126785 -1.850547 0.412932 -0.615 0.894 1.611 0.391
O 1.413654 -1.450639 0.187833 -0.893 2.341 -0.971 -0.440
O -2.523524 4.950679 1.166082 1.395 -0.715 0.379 0.096
O -0.844499 4.345391 2.614287 -0.252 0.112 -0.904 0.026
O 3.570343 -0.147328 0.655051 -2.376 1.091 -2.572 -0.412
O -0.865153 3.466967 0.601787 -0.424 0.919 0.899 -0.004
C 2.749900 0.539532 -0.388423 -0.567 1.896 0.400 -0.247
C 2.509991 -4.405727 -1.113735 -0.793 0.584 5.528 -0.715
C -1.414144 5.180352 3.630736 -0.326 0.191 0.378 -0.222
C -1.507052 4.325305 1.431434 -0.387 -0.126 -0.151 -0.549
C -3.466576 -2.021258 -2.569224 0.546 -0.192 0.027 -0.210
C 0.650874 -0.456577 -2.025907 1.816 -0.245 1.011 -0.428
C -1.962056 -2.041209 -1.891085 -0.375 -1.304 0.783 -0.536
C -1.524621 3.273458 -0.648032 -0.116 -0.125 -0.649 -0.056
C 1.894997 -5.944281 -1.199158 0.664 0.292 -0.732 -0.234
C 1.239259 -0.161809 -0.500647 0.984 -1.622 0.928 -0.369
C 2.493640 -3.653905 0.200805 0.521 -3.275 -5.613 -0.748
C -2.625368 4.517241 4.264010 -0.231 -0.223 -0.183 -0.073
H -2.370206 3.516607 4.628537 0.078 0.201 0.050 0.084
H -3.489319 -1.114105 -3.308709 -0.252 -1.786 1.357 0.050
H 2.753459 -1.943602 1.827462 0.733 -0.091 -0.499 -0.027
H 2.330013 -6.532990 -2.141107 -1.122 1.492 1.869 0.065
H 2.443572 1.631601 -0.028010 1.152 -2.072 -0.500 0.112
H -4.272767 -1.909661 -1.716368 1.568 -0.130 -1.902 0.073
H 3.306472 0.708658 -1.430480 -1.059 -0.736 2.105 0.113
H -2.094163 -2.276148 -0.732174 0.516 0.269 -2.590 0.087
H -0.641410 5.323186 4.392944 0.085 -0.203 -0.338 0.121
H -1.267191 -2.870016 -2.392570 -1.456 1.998 1.127 0.097
H 3.215170 -1.492763 -0.969345 0.489 -1.139 0.001 -0.071
H -3.661263 -3.034133 -3.166243 0.384 2.263 1.340 0.078
H 2.199816 -6.610903 -0.260841 -0.716 1.845 -1.875 0.045
H -3.435527 4.392609 3.538696 0.149 0.148 0.071 0.074
H -2.454089 2.719363 -0.495271 0.072 0.158 -0.060 0.098
H 4.522265 -2.259886 0.590062 -0.492 -0.103 -0.145 0.000
H -1.657911 6.170424 3.228790 -0.031 -0.260 -0.114 0.122
H 0.512647 0.447116 0.185368 1.086 -0.891 -1.704 0.127
H 0.726694 -5.828334 -1.266957 2.300 -0.487 0.104 0.073
H -3.001826 5.114827 5.098137 0.083 -0.030 -0.043 0.075
H -0.867739 2.678576 -1.290018 -0.006 0.066 0.421 0.074
H -1.720045 4.228231 -1.148182 -0.067 -0.140 0.243 0.095
H 1.131114 0.293816 -2.785049 -1.273 -1.192 1.273 0.081
H 1.060763 -1.528434 -2.313999 -1.158 2.164 0.587 0.037
```
Forces are in eV/Å.

The largest force on an atom is 6.520 eV/Å. As for the LUMO energy: 2.37 eV. As for the net charge: -1. As for the HOMO-LUMO gap: 7.02 eV. As for the total energy: -59391.210 eV.